# C36H48BN8O3PtS3

A structure of composition C36H48BN8O3PtS3 at a distorted geometry (ωB97M-V/def2-TZVPD, OMol25).

Geometry (Å):
Pt -0.196 -1.013 0.476
C 4.200 0.583 3.462
C 3.246 -0.453 2.986
C 3.173 -1.778 3.356
C 2.111 -2.326 2.626
N 1.586 -1.368 1.866
N 2.274 -0.233 2.082
B 2.057 1.068 1.303
N 0.678 1.665 1.633
N -0.466 1.002 1.464
C -1.488 1.818 1.764
C -0.954 3.037 2.184
C 0.417 2.913 2.075
C 1.451 3.943 2.340
C -2.939 1.434 1.699
C -3.831 2.676 1.777
C -3.240 0.699 0.391
C -3.232 0.529 2.903
N 2.184 0.758 -0.196
N 1.465 -0.171 -0.844
C 1.865 -0.203 -2.118
C 2.895 0.727 -2.280
C 3.066 1.321 -1.044
C 4.034 2.389 -0.688
C 1.299 -1.119 -3.167
C 1.473 -2.561 -2.677
C -0.183 -0.795 -3.380
C 2.030 -0.941 -4.502
C 1.644 -3.748 2.752
C 2.856 -4.685 2.695
C 0.931 -3.863 4.108
C 0.674 -4.148 1.644
H 4.836 0.173 4.241
H 3.666 1.443 3.859
H 4.832 0.926 2.645
H 3.800 -2.278 4.062
H 2.887 1.844 1.600
H -1.484 3.904 2.512
H 0.975 4.854 2.689
H 1.999 4.162 1.426
H 2.162 3.607 3.092
H -3.601 3.363 0.967
H -3.708 3.193 2.726
H -4.874 2.381 1.691
H -3.162 1.373 -0.464
H -4.246 0.283 0.403
H -2.521 -0.113 0.247
H -3.093 1.085 3.827
H -2.552 -0.317 2.909
H -4.258 0.172 2.860
H 3.458 0.943 -3.163
H 4.621 2.653 -1.565
H 4.712 2.051 0.094
H 3.515 3.276 -0.329
H 1.012 -2.673 -1.697
H 2.530 -2.807 -2.596
H 1.008 -3.259 -3.369
H -0.700 -0.745 -2.424
H -0.655 -1.558 -3.993
H -0.299 0.163 -3.881
H 3.090 -1.167 -4.406
H 1.916 0.076 -4.870
H 1.602 -1.617 -5.240
H 3.575 -4.469 3.478
H 3.356 -4.581 1.735
H 2.527 -5.715 2.809
H 1.602 -3.606 4.924
H 0.568 -4.878 4.258
H 0.084 -3.181 4.128
H 1.120 -4.014 0.658
H -0.224 -3.546 1.724
H 0.392 -5.194 1.755
O -1.721 -2.038 2.017
N -2.747 -2.679 1.522
C -3.753 -3.043 2.363
C -4.841 -3.733 1.907
C -4.955 -4.047 0.549
C -3.932 -3.655 -0.304
C -2.821 -2.990 0.190
S -1.517 -2.570 -0.863
H -3.607 -2.745 3.389
H -5.605 -4.025 2.608
H -5.811 -4.583 0.173
H -3.970 -3.854 -1.363
O -3.732 5.027 -3.363
S -3.297 3.713 -3.747
O -4.212 2.923 -4.522
N -2.808 2.860 -2.405
C -1.506 2.660 -2.447
S -0.603 1.969 -1.166
C -0.804 3.128 -3.596
C 0.563 3.026 -3.907
C 1.006 3.561 -5.096
C 0.133 4.208 -5.974
C -1.224 4.310 -5.673
C -1.672 3.769 -4.502
H 1.234 2.537 -3.216
H 2.051 3.473 -5.358
H 0.515 4.638 -6.888
H -1.911 4.797 -6.348

Multiplicity: 2
E_HOMO (spin up / spin down): -7.0 / -7.1 eV
LUMO (spin up / spin down): -2.796 / -2.387 eV

=====

# C36H49AlN8SbSi2

A structure of composition C36H49AlN8SbSi2 (ωB97M-V/def2-TZVPD, OMol25).

Geometry (Å):
Al -0.350 0.769 0.579
C 3.475 -1.059 -0.059
C 2.209 -0.773 0.455
N 1.604 0.346 0.099
C 2.231 1.201 -0.717
C 3.477 0.891 -1.227
N 4.093 -0.244 -0.896
C 1.466 2.448 -0.944
C 1.960 3.595 -1.528
C 1.141 4.722 -1.615
C -0.155 4.642 -1.107
C -0.584 3.461 -0.535
N 0.219 2.393 -0.456
C -1.902 3.249 0.106
C -3.016 4.056 -0.043
N -4.156 3.777 0.584
C -4.183 2.699 1.353
C -3.077 1.862 1.499
N -1.950 2.149 0.864
C 1.641 5.982 -2.204
C 0.819 6.783 -2.988
C 1.338 7.959 -3.506
N 2.581 8.374 -3.283
C 3.360 7.605 -2.531
C 2.946 6.404 -1.976
H 3.984 -1.973 0.221
H 1.674 -1.422 1.135
H 3.990 1.547 -1.917
H 2.964 3.619 -1.926
H -0.806 5.504 -1.130
H -3.005 4.930 -0.682
H -5.109 2.478 1.869
H -3.093 0.964 2.104
H -0.195 6.489 -3.226
H 0.724 8.597 -4.131
H 4.368 7.966 -2.360
H 3.624 5.834 -1.354
C -0.649 1.399 4.923
Si 0.491 0.610 3.667
C 1.511 -0.744 4.454
C 1.659 1.949 3.026
N -0.355 0.068 2.260
C -1.297 -0.988 2.209
C -1.722 -1.711 3.314
C -2.666 -2.727 3.192
C -3.206 -3.017 1.954
C -2.795 -2.300 0.833
C -1.840 -1.297 0.929
N -1.355 -0.551 -0.171
Si -2.054 -0.557 -1.760
C -2.336 -2.256 -2.495
C -3.696 0.355 -1.731
C -0.826 0.385 -2.844
H -0.088 1.809 5.765
H -1.380 0.698 5.325
H -1.198 2.223 4.460
H 2.211 -0.321 5.178
H 2.097 -1.272 3.697
H 0.907 -1.484 4.978
H 1.887 2.672 3.811
H 1.220 2.523 2.200
H 2.608 1.534 2.678
H -1.314 -1.483 4.291
H -2.976 -3.278 4.070
H -3.945 -3.799 1.846
H -3.223 -2.540 -0.131
H -3.339 -2.628 -2.284
H -1.621 -2.993 -2.121
H -2.231 -2.212 -3.581
H -4.278 0.032 -0.863
H -4.299 0.153 -2.618
H -3.563 1.439 -1.669
H 0.182 0.345 -2.425
H -1.106 1.432 -2.979
H -0.762 -0.060 -3.838
C 2.256 -5.356 1.750
C 2.229 -5.059 0.255
Sb 0.524 -3.871 -0.327
C 0.898 -4.085 -2.442
C 1.876 -3.017 -2.923
C -0.948 -5.422 -0.083
C -0.714 -6.677 -0.913
H 3.135 -5.940 2.031
H 1.377 -5.925 2.058
H 2.268 -4.439 2.345
H 2.211 -5.979 -0.330
H 3.125 -4.512 -0.051
H -0.046 -4.015 -2.986
H 1.297 -5.086 -2.608
H 1.463 -2.013 -2.785
H 2.113 -3.130 -3.983
H 2.822 -3.063 -2.378
H -1.915 -4.968 -0.309
H -0.961 -5.649 0.985
H -0.706 -6.458 -1.981
H -1.499 -7.415 -0.738
H 0.236 -7.151 -0.666

Charge: +1
E_HOMO: -9.4 eV
LUMO: -4.512 eV

=====

# C36H49FN2O7P2S

A cluster of 3 separate species, C36H49FN2O7P2S in total at a distorted geometry (ωB97M-V/def2-TZVPD, OMol25).

Geometry (Å):
C -4.005 -2.846 -3.539
C -3.459 -1.557 -3.797
C -2.664 -0.123 -3.824
C -1.103 -0.234 -3.200
C -0.179 -0.130 -4.594
F -1.015 -1.637 -2.773
O -1.003 0.828 -2.284
C -0.074 0.858 -1.198
C 1.468 0.397 -1.676
O 1.641 -1.095 -1.585
C 2.906 -1.429 -0.914
C 4.415 -0.967 -1.407
C 5.776 -1.350 -0.571
C 5.628 -2.241 0.823
C 4.162 -2.784 1.359
C 2.840 -2.364 0.472
P -0.321 -0.538 0.146
C -2.140 -0.603 0.786
O 0.696 -0.214 1.571
C -0.107 2.412 -0.605
C -1.414 3.312 -0.979
C -2.908 2.768 -0.759
C -3.798 3.580 0.403
N 0.253 2.628 0.783
C 1.512 3.216 1.229
N 2.795 2.379 1.033
C -0.758 2.631 1.856
S -1.187 4.352 2.573
C -0.824 4.380 4.419
C 0.781 4.641 4.767
P 1.216 3.342 -1.722
C 0.814 3.111 -3.603
C 0.963 5.269 -1.542
H -4.408 -3.904 -3.172
H -3.296 0.627 -3.145
H -2.658 0.354 -4.900
H -0.226 0.935 -5.078
H 0.918 -0.529 -4.418
H -0.684 -0.919 -5.334
H 1.731 0.668 -2.769
H 2.310 0.809 -0.982
H 4.503 -0.297 -2.392
H 6.831 -0.970 -0.945
H 6.579 -2.507 1.469
H 4.013 -3.442 2.337
H 1.759 -2.705 0.827
H -2.947 -0.476 -0.069
H -2.277 -1.738 1.141
H -2.342 0.034 1.744
H 1.583 0.038 1.134
H -1.375 3.767 -2.085
H -1.322 4.294 -0.299
H -3.059 1.638 -0.529
H -3.529 2.966 -1.761
H -4.904 3.745 0.022
H -3.794 2.931 1.382
H -3.284 4.614 0.598
H 1.778 4.317 0.914
H 1.466 3.282 2.426
H 3.252 2.199 1.955
H 3.441 2.907 0.377
H -0.292 2.053 2.794
H -1.786 2.123 1.665
H -1.407 5.308 4.862
H -1.258 3.424 4.962
H 1.371 3.646 4.585
H 1.223 5.568 4.174
H 0.843 4.903 5.929
H 1.545 2.350 -4.139
H 0.987 4.148 -4.168
H -0.309 2.828 -3.806
H 0.205 5.649 -2.357
H 2.028 5.791 -1.637
H 0.559 5.492 -0.463
O -3.894 -1.365 3.871
C -3.411 -2.332 4.443
C -4.203 -3.132 5.398
C -3.674 -4.188 6.024
C -2.276 -4.600 5.787
O -1.793 -5.567 6.359
C -1.484 -3.800 4.832
C -2.014 -2.744 4.205
H -5.227 -2.818 5.561
H -4.240 -4.785 6.728
H -0.460 -4.114 4.669
H -1.447 -2.147 3.501
O 1.537 -3.788 -4.965
C 1.576 -4.511 -3.979
C 2.023 -5.915 -4.076
C 2.064 -6.706 -2.999
C 1.665 -6.209 -1.667
O 1.704 -6.933 -0.681
C 1.218 -4.805 -1.570
C 1.178 -4.015 -2.647
H 2.313 -6.264 -5.060
H 2.388 -7.738 -3.052
H 0.928 -4.456 -0.587
H 0.853 -2.983 -2.594

E_HOMO: -7.5 eV
LUMO: -1.596 eV
Structure (SMILES): C#CC[C@](C)(F)O[C@](COc1ccccc1)(P(C)O)[C@@](CCC)(N(CN)CSCC)P(C)C.O=C1C=CC(=O)C=C1.O=C1C=CC(=O)C=C1

=====

# C36H49IN3O4SW

A structure of composition C36H49IN3O4SW at a distorted geometry (ωB97M-V/def2-TZVPD, OMol25).

Geometry (Å):
W -0.339 -0.044 0.040
C 0.591 1.659 -1.264
C 1.291 1.492 -0.006
C 0.346 1.871 1.042
C -0.872 2.188 0.358
C -0.678 2.203 -1.043
C -1.495 2.997 -2.044
C -0.722 4.322 -2.178
C -1.584 2.330 -3.416
C -2.902 3.305 -1.520
C 0.454 2.350 2.502
C 0.744 3.860 2.425
C -0.896 2.193 3.234
C 1.534 1.692 3.365
C 2.824 1.318 -0.014
C 3.459 2.655 0.396
C 3.306 0.992 -1.436
C 3.357 0.192 0.883
H 1.077 1.626 -2.224
H -1.746 2.578 0.854
H 0.276 4.160 -2.590
H -0.617 4.821 -1.212
H -1.268 4.988 -2.849
H -0.600 2.252 -3.878
H -2.210 2.941 -4.069
H -2.014 1.333 -3.350
H -2.866 3.923 -0.620
H -3.464 2.401 -1.296
H -3.450 3.866 -2.278
H -0.017 4.374 1.834
H 1.718 4.072 1.986
H 0.727 4.279 3.434
H -1.603 2.975 2.949
H -0.730 2.293 4.307
H -1.371 1.232 3.053
H 2.536 1.859 2.978
H 1.384 0.620 3.482
H 1.496 2.143 4.359
H 2.984 3.493 -0.121
H 4.518 2.648 0.130
H 3.391 2.832 1.467
H 3.192 1.838 -2.116
H 2.779 0.129 -1.850
H 4.368 0.748 -1.393
H 2.900 0.169 1.866
H 4.434 0.322 1.006
H 3.190 -0.775 0.410
S -2.586 -0.054 -1.062
C -2.818 -1.677 -0.502
C -4.049 -2.336 -0.451
C -4.079 -3.619 0.050
C -2.895 -4.211 0.492
C -1.729 -3.485 0.404
N -1.688 -2.245 -0.098
H -4.943 -1.824 -0.780
H -5.014 -4.161 0.107
H -2.879 -5.215 0.891
H -0.784 -3.904 0.732
I 1.850 -5.212 -3.143
C 1.628 -3.781 -1.693
C 1.997 -3.840 -0.367
N 1.581 -2.702 0.205
N 0.963 -1.895 -0.678
C 0.994 -2.544 -1.835
H 2.526 -4.595 0.191
H 1.708 -2.388 1.161
H 0.590 -2.081 -2.718
O 1.889 -2.536 3.426
C 0.798 -2.359 4.227
C 0.780 -2.846 5.529
C -0.350 -2.693 6.313
C -1.489 -2.075 5.806
C -1.468 -1.586 4.516
C -0.324 -1.698 3.721
C -0.349 -1.075 2.394
O 0.708 -0.865 1.707
O -1.420 -0.685 1.856
H 2.594 -2.946 3.941
H 1.657 -3.346 5.924
H -0.342 -3.065 7.329
H -2.376 -1.971 6.416
H -2.330 -1.083 4.096
C -0.841 -2.086 -5.287
C -0.051 -0.910 -5.858
C 0.526 -0.286 -4.594
O -0.392 -0.583 -3.530
C -1.411 -1.470 -4.021
H -0.174 -2.919 -5.048
H -1.623 -2.448 -5.952
H -0.730 -0.211 -6.349
H 0.723 -1.199 -6.567
H 0.648 0.795 -4.678
H 1.503 -0.717 -4.345
H -2.316 -0.893 -4.236
H -1.643 -2.193 -3.238

Charge: +1
E_HOMO (spin up / spin down): -9.7 / -9.9 eV
LUMO (spin up / spin down): -2.934 / -3.026 eV

=====

Number 1: DFT total energy -3403.0804 a.u.. Number 2: DFT total energy -2900.9963 a.u.. Number 3: DFT total energy -3217.2373 a.u.. Number 4: DFT total energy -2629.2337 a.u..